{"formula": "C90H190N10O10", "method": "wB97M-V/def2-TZVPD", "multiplicity": 1, "total_charge": 0, "energy_ha": -4842.23723, "de_lowest_kcal_mol": 286.7, "smiles": "CC1(C)CCCC(C)(C)N1O.CC1(C)CCCC(C)(C)N1O.CC1(C)CCCC(C)(C)N1O.CC1(C)CCCC(C)(C)N1O.CC1(C)CCCC(C)(C)N1O.CC1(C)CCCC(C)(C)N1O.CC1(C)CCCC(C)(C)N1O.CC1(C)CCCC(C)(C)N1O.CC1(C)CCCC(C)(C)N1O.CC1(C)CCCC(C)(C)N1O", "species": ["H", "C", "C", "C", "H", "C", "H", "C", "H", "H", "C", "H", "H", "H", "C", "C", "H", "O", "H", "H", "H", "H", "H", "H", "C", "H", "H", "H", "C", "C", "C", "C", "O", "C", "C", "C", "C", "H", "C", "O", "H", "H", "N", "H", "N", "H", "H", "H", "H", "H", "C", "H", "H", "H", "H", "H", "C", "C", "O", "H", "H", "H", "C", "H", "H", "H", "C", "H", "H", "H", "H", "C", "H", "H", "H", "H", "H", "H", "H", "C", "H", "H", "H", "H", "H", "H", "H", "H", "H", "H", "H", "H", "H", "H", "H", "C", "H", "H", "H", "C", "H", "C", "C", "H", "C", "H", "C", "H", "H", "C", "C", "C", "C", "O", "H", "H", "H", "H", "H", "H", "H", "C", "H", "C", "C", "C", "H", "H", "H", "H", "C", "C", "H", "H", "H", "C", "O", "H", "H", "H", "H", "H", "N", "H", "H", "H", "H", "H", "H", "H", "H", "H", "C", "H", "C", "H", "N", "H", "C", "C", "N", "H", "H", "H", "C", "H", "H", "H", "H", "H", "O", "H", "H", "C", "C", "H", "C", "H", "H", "H", "C", "H", "H", "H", "C", "C", "H", "C", "H", "H", "H", "C", "H", "C", "H", "C", "C", "H", "H", "C", "C", "H", "H", "C", "H", "C", "H", "H", "C", "H", "H", "H", "H", "H", "H", "C", "N", "C", "H", "H", "H", "C", "H", "H", "H", "C", "H", "H", "H", "C", "N", "C", "H", "H", "O", "H", "C", "H", "H", "C", "C", "H", "H", "C", "H", "H", "C", "O", "H", "H", "C", "H", "C", "C", "C", "H", "H", "C", "C", "C", "H", "O", "H", "H", "H", "C", "H", "H", "H", "C", "H", "C", "H", "C", "H", "H", "H", "N", "N", "H", "C", "H", "H", "C", "H", "H", "C", "N", "H", "H", "C", "H", "C", "H", "H", "H", "H", "H", "H", "H"], "positions_angstrom": [[28.43138, -9.06514, 20.12478], [26.97552, -3.00798, 17.50664], [22.01865, -8.55692, 20.12349], [13.66767, -7.78752, 23.02860], [28.73541, -6.88101, 19.36665], [19.70555, -3.94649, 21.63827], [22.82463, -3.45952, 14.29782], [20.22031, -7.46498, 16.81148], [24.05357, -8.26491, 13.11755], [17.57493, -16.29459, 25.42923], [24.61080, -2.07057, 17.89782], [21.04799, -10.83741, 19.08814], [23.09877, -7.91478, 11.66845], [17.83369, -1.25249, 18.72509], [17.32300, -4.24339, 18.57928], [10.68586, -7.05946, 16.37567], [17.20145, -5.23397, 19.01753], [22.47212, -7.36008, 17.73713], [19.26290, -2.10695, 18.29782], [18.28326, -6.66150, 17.65688], [20.44303, -2.14579, 22.40085], [21.68710, -2.15277, 14.87337], [20.14626, -15.41582, 17.78710], [17.39214, -8.44583, 18.80216], [16.60068, -12.42320, 24.62085], [17.96526, -4.23471, 17.69863], [14.62646, -13.92755, 23.74143], [10.21590, -9.04795, 16.90503], [10.13765, -5.90639, 14.18144], [20.71416, -2.85764, 21.62120], [20.93473, -13.86095, 15.52092], [26.58557, -10.01373, 12.89621], [15.10373, -14.11328, 22.92945], [26.55840, -4.32718, 18.02721], [17.57007, -2.51538, 22.04912], [24.10660, -7.92424, 12.08351], [25.73916, -11.32752, 12.95018], [23.84122, -16.39308, 17.91366], [20.36268, -5.18308, 22.27797], [30.04690, -8.32626, 16.17210], [18.46677, -13.51915, 21.89037], [25.34216, -7.68017, 9.59447], [16.28763, -14.57271, 23.56957], [21.24310, -5.99686, 15.78545], [29.47098, -9.21920, 17.03112], [29.56975, -11.31142, 15.17392], [22.78575, -1.11619, 18.62375], [22.51243, -13.24600, 19.65355], [20.04197, -9.46878, 15.82066], [21.23905, -14.03930, 14.48957], [25.06442, -13.26203, 18.44011], [23.71604, -8.40644, 9.30412], [23.82360, -0.43205, 10.94372], [23.81142, -10.50310, 13.52175], [23.24921, -1.28960, 16.33127], [11.16052, -8.66379, 12.67315], [23.10112, -1.24065, 11.05457], [17.28141, -16.25697, 21.97109], [11.64698, -7.85605, 12.85347], [21.75343, -7.70172, 20.74511], [13.13225, -7.10633, 21.06565], [27.13496, -9.36948, 14.94828], [18.55561, -1.96965, 19.11573], [26.82899, -7.64733, 17.88652], [28.05431, -2.99038, 17.66159], [29.67779, -12.44816, 17.87905], [24.27065, -1.65387, 16.44112], [16.59542, -8.99193, 24.25740], [19.68700, -5.42544, 19.08944], [19.46080, -13.47512, 24.41803], [24.06705, -0.01874, 18.88284], [18.70877, -7.62004, 17.35985], [15.87784, -12.77636, 25.35629], [18.86081, -3.49441, 23.68243], [12.23449, -9.80772, 21.89300], [11.57245, -6.47510, 16.62181], [15.48984, -9.81968, 19.37600], [20.37009, -1.29790, 12.02080], [28.45141, -10.51416, 11.93836], [12.44071, -8.92360, 16.42062], [12.38798, -11.33270, 14.54649], [23.83377, -1.83549, 12.71413], [25.14780, -5.28766, 19.97551], [20.06683, -2.88602, 11.59808], [16.20792, -3.74051, 20.91337], [14.95601, -8.24623, 19.59884], [16.73645, -15.71910, 21.19532], [23.65769, -5.25937, 16.28128], [21.86612, -16.99923, 16.81727], [14.70068, -11.86540, 20.63680], [18.14311, -8.04842, 16.53243], [20.60428, -3.92889, 9.76018], [20.80130, -4.86024, 23.22215], [21.26299, -5.33796, 21.68336], [16.98304, -12.52176, 22.09750], [21.63145, -15.16659, 19.11497], [16.40443, -2.23426, 20.24451], [20.32108, -5.14253, 16.84126], [22.78169, -6.69789, 18.35944], [30.52721, -11.03571, 15.61591], [15.02784, -16.61464, 24.66475], [12.35733, -9.06222, 14.89492], [12.67286, -9.13793, 21.15319], [28.30645, -11.75660, 17.29698], [26.34927, -9.22259, 14.20720], [11.12704, -8.25476, 18.15035], [27.42402, -8.26197, 17.21105], [20.48478, -13.67279, 17.96876], [14.50215, -9.78913, 14.70082], [17.32223, -13.51632, 23.88044], [29.41958, -7.27266, 18.61390], [14.08383, -9.83988, 21.00682], [15.06709, -8.34404, 22.84437], [20.15334, -4.61824, 19.31870], [25.37732, -6.66179, 18.78990], [11.38867, -10.34542, 13.51685], [21.71767, -3.16556, 21.91489], [19.77866, -6.10337, 22.28776], [9.50775, -9.22250, 14.46385], [25.44639, -15.85184, 18.35133], [28.16099, -11.40212, 13.48423], [28.87677, -10.98981, 19.25670], [27.14456, -9.78422, 19.24621], [24.85166, -5.73698, 19.02761], [24.71137, -5.08427, 16.49853], [21.80619, -2.69251, 12.69581], [25.74445, -13.28060, 17.58845], [26.85553, -3.20630, 16.44157], [18.41430, -13.93173, 25.83693], [11.01002, -5.26301, 14.29604], [10.40812, -7.28027, 14.87664], [21.08412, -10.03279, 18.35372], [19.56449, -15.74932, 25.26306], [21.97877, -10.03591, 17.73107], [24.83668, -15.78931, 16.77605], [22.67087, -3.72839, 10.48958], [16.10649, -10.22961, 21.95593], [25.15755, -6.04426, 16.23883], [30.39194, -7.66736, 18.90856], [19.49792, -15.41346, 23.43618], [27.14940, -4.93355, 17.34082], [13.83194, -6.77164, 23.38790], [14.94868, -9.62560, 22.16466], [19.08889, -1.55189, 19.96966], [16.31969, -3.84571, 18.42659], [19.75700, -5.76355, 15.27278], [15.71226, -17.85578, 23.54363], [11.71700, -7.39095, 21.96799], [18.11268, -1.58440, 21.88495], [25.40402, -9.42352, 14.71140], [19.39382, -7.54175, 20.07437], [21.23476, -3.79229, 14.51890], [31.51184, -10.27587, 17.76345], [8.51243, -8.01039, 15.49591], [22.85565, -14.23531, 19.35096], [14.17351, -8.01402, 14.24750], [21.11685, -7.58115, 18.06655], [21.31174, -2.47028, 9.30220], [23.94963, -10.25062, 11.49468], [22.80589, -1.57377, 12.46297], [11.70489, -7.81519, 14.21698], [16.65460, -7.91423, 21.58478], [13.31353, -8.31536, 16.65793], [13.29074, -11.69882, 21.69825], [24.76698, -8.98035, 11.25180], [24.59666, -2.75067, 10.65303], [31.37081, -9.75758, 18.71191], [29.57473, -8.39933, 15.33944], [31.18261, -11.90242, 15.70179], [21.72285, -8.93097, 15.80342], [23.73810, -13.42860, 15.80238], [23.95417, -4.67679, 9.02738], [15.33860, -6.48716, 21.65823], [9.21075, -8.19623, 14.67987], [29.22169, -11.46061, 17.80964], [13.83602, -9.43531, 18.88590], [19.41009, -8.54553, 19.64979], [12.11121, -8.99539, 20.22997], [29.64409, -6.42200, 17.97041], [16.51587, -6.70989, 22.78362], [21.57080, -3.51529, 9.47231], [9.22733, -5.56657, 14.67535], [27.45725, -8.11268, 10.88349], [16.79170, -2.30316, 22.78206], [13.78139, -11.30531, 20.80801], [21.85935, -2.96912, 14.17193], [26.92703, -9.21958, 17.05591], [18.41066, -8.66018, 18.47849], [26.95399, -4.31800, 19.04285], [9.91688, -6.50365, 16.91217], [14.97614, -9.06769, 24.82914], [16.63854, -15.93866, 23.34881], [28.32611, -11.80276, 19.72996], [11.75495, -10.44539, 14.53858], [17.99632, -17.36038, 24.07736], [23.58015, -2.53774, 10.32218], [30.14963, -10.46065, 17.02004], [22.55997, -0.71708, 13.09042], [24.28765, -5.14303, 10.70392], [18.98102, -15.44135, 24.39541], [24.54712, -15.56984, 17.80371], [24.87451, -12.19275, 18.53320], [21.96905, -3.83999, 8.51102], [20.24083, -6.02939, 16.21264], [10.92732, -10.71207, 15.19585], [23.82980, -1.08133, 18.93495], [22.27594, -0.80521, 10.49103], [23.35765, -14.57154, 20.25818], [13.84482, -9.05324, 14.23770], [20.50066, -8.33896, 14.76712], [21.86107, -9.40672, 20.78765], [20.93008, -15.18999, 19.94901], [10.01152, -5.86626, 13.09950], [16.07523, -11.00953, 22.51481], [24.32865, -11.02162, 10.82386], [23.50699, -4.83363, 10.00898], [22.29107, -3.86474, 11.95427], [20.92650, -14.65478, 17.79942], [29.65458, -10.92208, 20.01731], [27.60523, -7.81897, 16.23176], [25.61122, -13.61829, 19.31314], [21.97904, -16.16536, 16.12444], [25.16085, -9.42947, 9.26028], [8.71322, -8.02787, 13.72477], [13.71637, -9.38058, 13.20598], [16.99295, -3.00336, 20.74473], [12.54129, -9.93148, 16.82332], [23.69127, -2.36922, 9.25103], [23.39761, -12.53868, 15.68526], [15.64977, -8.45032, 24.23485], [24.24981, -3.45578, 18.30600], [17.90839, -12.86506, 22.56006], [32.25124, -9.72817, 17.17915], [19.23147, -9.25427, 20.45842], [22.96179, -3.65788, 18.55004], [24.48627, -2.29668, 15.58765], [18.56604, -13.99564, 24.75944], [13.15396, -8.40168, 23.76821], [31.92522, -11.26590, 17.95597], [20.95705, -8.66442, 19.02776], [11.06249, -8.38141, 17.06965], [21.88446, -5.72279, 12.34112], [22.81370, -5.67353, 9.96398], [25.05171, -4.66700, 17.92338], [18.03034, -4.54928, 22.72846], [15.71104, -7.51933, 24.79842], [24.16720, -11.13546, 12.70833], [21.39695, -4.94366, 12.06384], [17.32517, -11.83192, 25.18087], [15.97645, -11.81700, 23.96438], [26.12764, -1.84311, 18.18561], [23.03289, -8.62772, 19.73056], [20.68742, -8.59049, 15.81113], [23.86413, -14.21959, 18.10104], [15.43732, -16.80905, 23.67348], [19.69389, -2.40881, 13.24624], [26.57278, -1.02580, 17.61820], [28.06225, -10.45448, 12.95477], [15.91156, -7.30363, 22.09777], [14.59020, -9.27144, 19.65561], [21.90526, -16.22003, 19.05662], [26.92025, -8.05542, 11.67719], [14.58252, -16.45356, 23.09811], [17.23246, -17.34487, 21.92463], [18.33658, -16.02809, 21.82163], [18.01109, -3.30525, 19.61495], [20.26977, -10.33825, 17.69673], [26.29237, -1.73932, 19.25808], [25.08969, -4.38482, 15.75305], [24.70809, -8.55633, 9.73011], [18.47696, -11.97100, 22.81595], [17.71891, -16.34209, 24.34982], [19.91015, -14.22704, 15.58671], [28.22160, -9.62046, 19.21061], [24.54201, -6.94314, 11.89389], [23.80907, -5.96087, 19.25338], [26.06962, -12.01419, 12.17084], [19.15102, -4.20598, 20.19093], [26.22119, -9.23494, 11.67785], [30.83630, -10.26836, 14.90616], [21.76757, -14.60040, 16.62004], [23.55494, -12.03599, 12.75597], [20.81398, -2.25335, 20.71956], [18.57474, -3.60942, 22.63695], [24.87504, -0.77503, 16.21652], [21.28290, -16.48412, 15.34863], [28.60506, -8.53849, 18.08757], [23.01006, -13.80321, 16.94139], [23.02385, -3.71343, 19.50642], [23.03907, -16.05374, 15.89644], [12.72321, -7.78189, 21.81692], [18.40609, -9.67990, 18.09345], [20.42482, -2.30052, 12.44491], [22.92271, -10.09366, 11.16467], [28.78363, -9.72870, 13.33021], [26.30505, -8.14574, 14.04433], [23.90351, -1.32883, 19.99392], [25.81774, -11.87622, 13.88872], [20.88365, -12.77836, 15.63706], [13.13569, -11.46716, 19.94489]], "forces_ev_per_angstrom": [[0.0067, -0.2420, 0.3577], [-1.0141, 0.5073, 0.5628], [-1.2954, -0.4125, 0.2540], [-1.3810, 0.0422, -0.0521], [0.6782, 0.1446, 0.7614], [-1.1037, -0.6438, -0.7359], [0.5512, 0.5542, 0.6658], [-0.7445, -0.6835, 2.0897], [0.0714, 0.6068, 0.1242], [-1.6790, -0.4764, 0.0023], [0.0330, 0.7686, 1.3531], [0.6566, -0.0385, 0.2392], [-0.3376, 0.3745, 0.2912], [-0.3792, -0.1590, 0.2878], [0.4514, 1.4459, 0.7358], [1.2953, -0.4722, 0.7061], [0.2064, 0.0155, -0.0434], [-0.0858, -0.7837, -0.7689], [0.2623, -0.2036, 0.0967], [0.3101, 0.0627, -0.2018], [0.0775, 0.3031, 0.0783], [0.2109, 0.2512, -0.4857], [-0.4909, 0.3447, -1.1690], [-0.0589, -0.1153, 0.2276], [-0.3655, 0.4651, 0.5623], [-0.4713, -0.3178, -0.3180], [-0.8264, 0.2097, -0.3027], [0.3104, -0.6377, -0.0244], [0.3410, -0.5118, 0.6212], [1.2142, 1.8642, 0.6231], [0.2949, -0.3903, -0.0792], [-1.1654, -0.2414, 1.4679], [0.9991, 0.1585, 0.2862], [0.1532, -0.2136, 0.0883], [1.3506, -0.8905, 0.9843], [-0.4548, 0.3139, -0.2849], [-1.9852, -0.1006, -1.0490], [-0.1078, -0.0604, 0.6039], [1.1523, 0.4122, -1.6070], [0.9540, 1.3949, -0.4503], [-0.0627, -0.0744, 0.2026], [-0.1567, 0.0334, -0.1591], [1.6768, 0.6562, 1.7184], [0.7118, 0.0988, -0.0307], [-1.5152, -0.6831, -0.3356], [-0.0490, -0.6767, -0.0914], [-0.1966, -0.1469, 0.3413], [0.0136, 0.2951, -0.7207], [0.0448, -0.1749, 0.7690], [0.3855, -0.1810, 0.1003], [-0.4806, 0.1766, -1.2975], [-0.0526, 0.0831, 0.4395], [0.4743, -0.2133, 0.3290], [-0.0825, -0.2917, 0.8744], [-0.1845, -0.3541, 0.1398], [-0.3989, -0.3317, -0.7740], [-0.5536, 0.0325, -2.5925], [-0.7924, -0.2472, 0.1039], [-0.1743, -0.5962, -0.4894], [0.7074, 0.4538, -0.1303], [0.1998, 0.3620, -0.1392], [-0.0329, -0.3594, -0.2413], [0.5164, -0.3733, -0.3544], [-0.9145, 0.3962, -0.7254], [0.0422, 0.7276, 0.1400], [0.6795, 0.0169, 0.0556], [0.1198, 1.0023, 0.0795], [0.2791, 0.3391, -0.1443], [1.0787, -0.7487, -0.7787], [-0.3539, 0.9308, 0.5311], [0.6414, -0.0646, -0.4833], [0.9980, -1.9143, -0.3299], [0.1832, -0.4864, 0.1838], [0.7077, 0.7847, -0.2724], [-1.0765, -0.0743, -0.2795], [0.1798, 0.6157, -0.9706], [0.0541, -0.3351, -0.2695], [-0.1387, 0.3692, 0.3406], [-0.1999, -0.8158, -0.3146], [-2.1566, 0.4483, 0.2284], [0.6542, 0.4708, 0.0873], [-0.1189, -0.7146, 1.2449], [0.6170, -0.1622, -0.0281], [-0.4284, -0.2180, 0.1437], [0.5318, -0.8099, 0.0154], [-0.5611, 0.3097, 0.5186], [-0.1872, -0.5007, -0.2394], [-0.2355, 0.3739, 0.4330], [0.1337, 0.5940, 0.8654], [0.0039, -0.1255, 0.0040], [-0.1930, 0.6664, -0.4435], [0.2194, -0.7771, -0.3304], [-0.5595, -0.2899, 0.3921], [0.0772, -0.6085, -0.2396], [0.3286, -0.1436, -0.8136], [0.7108, 1.5310, -0.9142], [-0.1553, 0.5350, 0.3321], [-0.7276, -0.4267, 0.6944], [-0.2833, 0.2185, -0.1557], [-2.1781, 0.7423, 0.3376], [0.7460, -0.1655, 0.4689], [1.7940, 0.0745, -1.6820], [0.8859, -0.4734, 2.2260], [-0.3131, 0.8562, -0.3331], [-0.4202, 0.6312, 0.2371], [0.3190, 0.0495, -0.0119], [-1.2879, 0.4606, 1.6212], [-0.1214, 0.0679, 0.3603], [0.0631, 0.3103, 0.3455], [0.8082, -0.2697, -0.9871], [-1.3817, -1.3221, 0.0096], [-1.7156, 2.4910, -1.9480], [-0.5745, 1.4736, -0.6093], [-0.3669, 0.3693, -0.2601], [-0.0135, 0.1505, 0.2002], [-0.2727, -0.4685, -0.1636], [0.1407, -0.2662, -0.2086], [-0.1548, 0.2360, 0.2870], [-0.0657, -0.2839, 1.2037], [-0.1368, 0.4827, 0.5532], [0.0441, 0.1409, -0.0988], [0.7705, -0.0455, -0.7948], [-0.2018, 0.3978, -0.4791], [-0.8006, 0.5853, -0.2230], [0.0527, -0.9996, -0.5080], [1.0661, -0.1043, 1.1427], [0.2117, -0.2984, -0.0333], [-0.2852, 1.5493, -0.4889], [-0.2026, 0.2786, -0.0862], [-0.1825, 0.2394, 0.7013], [1.6003, 0.6342, -1.8427], [-0.2189, -0.6176, -0.0320], [0.6422, -0.4335, -0.6012], [0.2486, -0.3725, 0.3206], [0.1188, 1.0862, -0.3577], [0.0750, 2.5019, 0.9305], [3.3288, -1.2210, -0.5290], [0.3293, -0.1983, 0.1504], [-0.2006, 0.2385, 0.7952], [0.4486, -0.2267, 0.2684], [-0.1956, -1.2926, 0.6838], [-0.3983, 0.0260, 0.3299], [-3.7218, 0.8703, 0.9710], [-0.0805, 0.4234, -0.3174], [0.0231, 0.0230, -0.6558], [-1.2032, -0.7179, 0.3304], [-0.4905, 0.0047, -0.0733], [0.0208, -0.1277, 0.6325], [0.0796, 0.1044, 0.1079], [-0.1407, -0.3633, -0.0633], [-0.2323, 0.1687, 0.1342], [-0.7230, 0.1037, -0.4353], [-0.2329, -0.7991, 0.1834], [-0.1834, -0.6652, -0.1182], [0.2748, -1.4608, -0.1056], [0.4021, -0.2504, 0.1273], [-1.5045, 2.3591, -0.4270], [0.2646, 0.3094, 0.3012], [0.9716, -2.3972, -2.1802], [1.0997, 0.4016, 0.2330], [-0.0055, -0.0686, 4.3539], [-0.0849, 0.6944, -1.1024], [-0.2413, 0.1692, 0.4041], [-0.0191, -0.1244, 0.0191], [0.5191, -0.3153, 0.9275], [0.0703, -0.2116, 0.3675], [0.0185, -0.0693, 0.0532], [-0.2303, 0.0658, -0.2235], [0.0299, 0.2716, -0.0901], [0.0036, 0.4376, 0.6775], [0.1369, -0.3991, -0.1463], [-0.2135, 0.1889, 0.0608], [0.0045, -0.6560, -1.1999], [-0.0169, -0.1212, -1.0246], [1.2225, -0.2338, 0.8483], [0.0819, 0.0338, 0.0198], [2.0147, 0.4565, -1.5413], [0.1392, -0.8820, -0.0454], [-0.4542, -0.5067, -0.7136], [0.1191, -0.2175, 0.4853], [-1.2462, 0.5710, -0.0863], [0.1152, 0.7018, -0.1337], [0.1930, 0.1365, -0.0473], [-0.0860, -0.0145, -0.0503], [0.5257, -0.4453, 0.2212], [1.2911, -2.2498, 1.0469], [-0.1912, 0.1791, -0.0080], [0.8272, 0.7201, 0.4948], [-0.3632, -0.8837, 0.2658], [-0.6161, -0.3130, -0.3443], [-0.1225, -0.2585, 0.1460], [1.1629, 0.0512, 0.6603], [-1.0337, 0.3563, -0.2094], [-0.9242, 0.7023, -0.2887], [0.1014, -0.1390, 0.2259], [0.5825, 2.1870, 0.7597], [1.4653, -1.0485, 1.6933], [-0.2469, 0.0785, -0.1276], [0.1043, 0.3386, 0.0998], [-1.3421, 0.3233, -0.1522], [-0.5639, -1.5415, -0.0483], [-0.6727, -0.0309, 0.3638], [-0.5451, -0.4010, -0.0498], [3.0734, -0.2658, -0.8756], [-0.2467, 0.1686, -0.0873], [-0.3177, -0.6094, -1.5822], [-0.6161, -0.2144, 0.0395], [0.5711, -0.2487, -0.1153], [-2.1543, -0.1184, 0.4203], [0.0903, 0.8583, -0.1996], [0.0935, -0.1991, 0.0008], [-0.0879, 0.6035, 0.0761], [-0.3820, -0.8610, 0.0392], [0.3515, -0.0943, -0.0570], [-0.0012, 0.3639, -1.4354], [-0.0858, -2.8526, 0.5611], [1.5011, -0.5462, -1.2294], [-0.9639, -0.9044, 3.9005], [1.0643, -0.0696, -0.8092], [0.2162, 0.4112, 0.4914], [-0.2477, -0.0801, 0.0198], [0.7631, 1.8272, 0.2556], [0.0885, 0.2230, -0.6015], [-0.2617, 0.8072, 0.0314], [0.1148, 0.1981, -0.1086], [-0.3161, 0.3701, -0.7788], [0.5453, -0.0091, -0.0071], [-0.1108, 0.1814, -0.0718], [0.2740, 0.2415, -0.3266], [-0.2793, -1.6684, 0.8982], [5.1713, 1.1320, -0.5306], [-1.3321, -0.1029, 1.0225], [-0.2457, 0.1198, -0.1721], [0.1382, -0.2164, -0.1299], [-2.4553, -0.7553, 0.5298], [-0.0483, -0.5991, 0.5503], [-0.8206, -1.3664, -1.6863], [0.0694, 0.1529, 0.4804], [0.2529, -0.0502, 0.2023], [-2.1431, -1.1600, -0.1612], [0.5658, 0.1198, -1.1838], [0.4777, 0.1596, 0.2032], [0.2648, -0.6159, -0.4483], [-0.2093, 0.9184, 0.4880], [-0.5897, -0.1222, -0.2609], [0.1787, 0.1976, -0.5253], [1.1840, 2.6996, 1.9826], [-1.1720, 0.0125, -0.1024], [-0.1199, 0.4176, -0.2682], [0.2335, 0.2490, 0.0853], [0.9606, -1.6209, -2.3761], [-0.1005, 0.4264, 0.1595], [-1.3943, 0.3675, -1.2052], [-0.0453, 0.3819, 0.5874], [-0.7382, 0.5424, -0.4697], [0.3306, 0.0119, 0.0790], [-0.7900, 0.9001, 0.5388], [0.2923, 0.6092, -1.6303], [0.8157, 0.0120, 0.7149], [1.4497, -0.6725, -0.1074], [0.3614, 0.0158, -0.4839], [0.6989, 1.4289, 0.0479], [0.0779, -0.7201, -0.7773], [-0.2318, -0.0357, -0.8033], [-0.0314, 0.3715, 0.5132], [0.9969, -2.0911, 1.1008], [-0.0560, 0.5677, -0.0640], [0.2603, -0.2326, -0.1008], [-0.0119, 0.1991, 0.1683], [1.1473, -1.3405, 1.3850], [0.1969, -0.0740, -0.0338], [2.0276, 0.5570, 0.6050], [-0.0380, -0.0746, 0.0746], [-0.4792, 1.6675, 0.4011], [0.1044, -0.0307, 0.6305], [-0.0436, -0.0509, -0.2954], [0.2922, -0.0041, -0.1690], [-2.2492, 0.9452, 3.9268], [-1.2294, -2.1830, -0.9193], [0.8444, -0.0622, 0.3979], [0.5437, -1.3673, -2.0456], [0.3619, -0.1116, -0.4556], [-0.0975, -0.4164, -0.1866], [-2.1332, 0.0146, -1.8411], [0.0722, 0.2781, 0.1068], [0.4250, 0.6494, -0.6061], [2.7638, -1.8267, -2.5245], [-1.1657, -0.1453, 1.3628], [-1.3206, -0.1210, 0.3024], [-0.2742, -1.0321, -1.0992], [1.5209, 0.5396, -0.9284], [0.0104, 0.0366, -0.0739], [-2.4081, 0.7840, -2.6133], [-0.1456, 0.0853, 0.4705], [-0.4549, 0.2532, 0.7137], [0.2712, 0.0931, -0.2982], [0.2015, -0.5422, -0.1418], [0.4744, 0.3315, 0.1873], [0.1980, 0.0704, 0.4054], [-0.0579, 0.1324, 0.0272]]}